{
  "formula": "C34H29N6OPdTe",
  "method": "the ωB97M-V functional and the def2-TZVPD basis",
  "homo_lumo_gap_ev": [2.7846, 2.7967],
  "charge": 3,
  "lumo_energy_ev": [-12.80, -12.79],
  "homo_energy_ev": [-15.5885, -15.5885],
  "symbols": ["H", "H", "H", "C", "H", "H", "C", "H", "N", "C", "Pd", "C", "C", "Te", "C", "C", "H", "C", "H", "C", "H", "C", "C", "C", "C", "N", "C", "H", "C", "C", "H", "C", "H", "C", "C", "C", "H", "O", "H", "N", "H", "H", "H", "C", "C", "H", "C", "H", "N", "H", "C", "C", "H", "H", "H", "H", "C", "H", "C", "H", "C", "C", "C", "C", "C", "N", "H", "H", "C", "H", "C", "N"],
  "coordinates": [[-4.00107, 3.54273, -0.55897], [2.89930, -0.11220, 1.90097], [5.13229, 1.74426, -3.45429], [4.03796, 6.67714, 3.17967], [-1.57346, 2.28940, -0.44562], [-3.36375, -2.73023, -6.12944], [-0.54769, -2.81228, 4.74402], [2.37541, -0.76625, -1.22816], [0.27519, -1.87803, 2.64815], [-1.37568, -3.68757, 5.42301], [0.83590, 1.16068, -0.29412], [2.48500, 4.65194, 2.12567], [-2.02189, -3.65255, -3.16508], [2.32559, 2.18147, -2.17401], [1.95317, -0.61182, 2.01783], [5.72221, -0.28801, -3.16670], [4.34820, 3.67449, 1.63874], [-4.40274, 2.82602, -1.26923], [-1.33378, -3.68292, 1.55779], [-2.20753, -4.54837, 4.70960], [-1.38994, -3.70030, 6.50349], [-1.36631, -3.67259, 2.63998], [4.87365, 0.78218, -3.03030], [-3.39925, 1.77888, -1.57176], [3.31627, -0.64095, -1.75239], [-2.58608, -0.07130, -2.47754], [-2.55229, -3.77506, -4.44305], [6.04066, -2.37620, -2.73974], [5.37763, -1.52932, -2.61675], [3.65664, 0.61441, -2.32448], [2.11700, -1.98046, 3.75618], [-3.08466, -5.44226, 5.40133], [0.08086, -2.12532, 5.29556], [-3.00850, -1.41347, -4.48512], [-3.01014, -2.64755, -5.11115], [-2.00241, -2.42269, -2.53303], [6.65319, -0.16759, -3.70311], [-0.43628, -0.11519, -1.59383], [-1.65369, -4.52931, -2.65047], [1.04979, 2.78684, 1.11152], [-5.02767, -0.57567, -3.28114], [4.64562, 7.47334, 3.58689], [0.78737, 5.82848, 2.73160], [4.17409, -1.69743, -1.91372], [-1.58621, 0.44972, -1.69479], [-2.60433, -4.74541, -4.91600], [-2.53594, -1.30790, -3.17899], [3.91860, -2.66708, -1.50898], [-3.67825, 0.75021, -2.38920], [-1.60932, -2.32644, -1.53075], [-2.19827, -4.54544, 3.31464], [1.70462, 3.62963, 1.55885], [2.18682, 7.64262, 3.67853], [-3.33589, -0.53494, -5.02529], [-1.08359, -1.20363, 1.13788], [-4.69359, 3.36201, -2.17437], [-2.10182, 1.63382, -1.12226], [-5.75699, 0.67183, -2.27003], [1.86691, 5.77235, 2.70247], [-2.83716, -5.22555, 2.76996], [2.65187, 6.77757, 3.22761], [4.65225, 5.56311, 2.61286], [3.88624, 4.54502, 2.08653], [-4.96788, 0.46784, -2.99090], [1.57278, -1.53256, 2.94406], [-3.79783, -6.16388, 5.93846], [-5.30970, 2.39190, -0.84642], [-5.13476, 1.09449, -3.86787], [-0.10147, -1.16375, 1.57713], [5.73088, 5.50086, 2.58089], [-0.54960, -2.80542, 3.35577], [0.89348, -0.39033, 1.17143]],
  "atomic_forces_ev_per_a": [[0.019, -0.006, 0.007], [-0.005, 0.009, 0.068], [-0.001, -0.006, -0.028], [-0.060, -0.082, -0.036], [-0.153, 0.033, -0.023], [-0.069, 0.011, 0.015], [0.147, 0.167, -0.104], [0.056, -0.047, -0.047], [0.113, 0.303, -0.301], [-0.042, -0.074, -0.076], [-1.230, -1.005, 0.110], [0.371, 0.605, 0.305], [-0.077, -0.086, -0.126], [0.806, -0.808, -0.144], [0.076, 0.075, 0.222], [0.091, 0.277, -0.100], [0.052, 0.001, 0.044], [-0.135, 0.111, -0.051], [-0.002, -0.021, -0.010], [0.125, 0.127, -0.166], [0.006, 0.008, 0.008], [0.171, 0.113, -0.117], [0.417, 0.118, -0.312], [-0.017, -0.340, -0.284], [0.036, -0.533, 0.022], [1.051, 0.242, 0.402], [0.055, 0.079, 0.044], [0.044, 0.002, -0.018], [-0.147, 0.128, 0.012], [-1.493, 1.143, 0.374], [-0.002, -0.059, 0.003], [-0.164, -0.206, 0.149], [-0.009, 0.013, 0.016], [0.277, 0.268, 0.115], [0.003, -0.168, -0.039], [-0.302, 0.246, 0.116], [0.019, -0.035, -0.003], [2.157, 0.274, 1.025], [0.043, 0.010, 0.012], [0.980, -0.876, -0.854], [0.028, -0.001, 0.068], [0.014, 0.005, 0.015], [-0.007, 0.075, 0.027], [-0.263, -0.063, 0.192], [-1.551, 0.981, -0.158], [0.054, 0.001, -0.046], [-0.073, -0.661, -0.389], [0.030, -0.010, 0.010], [-0.081, 0.306, 0.386], [-0.042, -0.021, 0.029], [0.018, 0.089, 0.130], [-0.431, -0.381, -0.025], [-0.014, 0.006, -0.005], [-0.078, 0.014, 0.033], [-0.025, -0.007, 0.049], [0.024, 0.001, 0.000], [0.559, -0.351, 0.053], [0.096, -0.030, 0.065], [-0.120, -0.246, -0.139], [-0.002, -0.018, 0.007], [0.060, 0.055, 0.054], [0.042, 0.076, 0.009], [-0.208, -0.088, -0.083], [-0.415, -0.082, -0.243], [0.163, 0.033, -0.114], [0.026, 0.037, -0.009], [0.027, -0.001, 0.049], [0.099, -0.052, -0.009], [-0.144, 0.008, 0.038], [0.004, -0.024, 0.012], [-0.435, -0.421, 0.285], [-0.562, 0.758, -0.515]]
}